This record from OMol25 describes a cluster of 8 separate species, C47H76BrF5N11O8 in total in a non-equilibrium geometry. The level of theory is the ωB97M-V functional and the def2-TZVPD basis.

Structure (XYZ):
```
148
Properties=species:S:1:pos:R:3:forces:R:3
C 2.579918 -3.759667 4.154644 -1.12 -0.01 0.49
C 1.304745 -2.790179 3.981161 0.47 -0.82 0.62
C -0.025107 -3.704041 4.128121 0.64 0.20 -0.41
Br -1.211308 -3.061421 5.620595 0.46 -0.46 -0.75
C -0.912662 -3.713349 2.826011 0.10 2.21 0.65
C -1.414986 -2.379725 2.343595 -1.45 -2.40 -2.51
C -1.133761 -0.968206 2.945445 -0.33 0.44 0.28
C -0.361788 0.018012 1.938168 0.35 -1.01 -0.36
C 1.052950 0.486160 2.437128 2.91 0.98 0.16
C 2.109985 0.641677 1.355506 0.45 0.32 1.96
C 3.500736 1.116152 1.602753 -2.12 -0.11 2.42
C 3.878175 1.470466 3.014221 -2.74 -1.21 -1.20
C 2.859656 1.286370 4.094111 -0.48 -0.22 -1.71
C 1.443609 0.802745 3.848461 1.90 0.27 -2.73
C -2.291457 -2.541412 1.121493 1.67 -0.64 1.83
C -2.986418 -1.311231 0.441592 -0.12 0.89 0.45
C -4.091802 -0.589623 1.378654 -0.44 -0.48 -0.56
C -5.019438 -1.615331 2.169053 -0.96 1.59 -0.41
C -6.122615 -0.719191 2.923660 0.63 -0.27 0.10
N -7.389248 -1.437885 3.169984 -2.14 0.56 -0.18
C -8.577879 -0.686941 3.044343 -3.58 -1.72 0.87
C -9.818986 -1.487769 3.359206 6.13 -1.12 -0.13
C -9.178064 -2.830804 3.680539 1.09 1.32 -0.28
C -7.673105 -2.774153 3.562908 -4.01 1.20 -0.04
C -2.432701 -3.937843 0.631113 -1.40 0.65 -1.13
C -3.349051 -4.129163 -0.674090 1.48 -0.17 0.23
F -4.642686 -3.658058 -0.499094 2.32 -0.58 -0.48
F -2.643426 -3.447475 -1.699719 -1.82 -0.94 1.53
C -3.437535 -5.645262 -1.157936 -1.07 -1.02 -2.44
F -2.205982 -6.142960 -1.596044 -2.42 0.94 1.61
F -4.070643 -6.479865 -0.261336 1.69 1.57 -1.39
F -4.243853 -5.629985 -2.313004 1.43 0.03 2.23
N -1.915261 -5.107077 1.084099 -0.94 4.45 0.16
N -1.203514 -4.876637 2.176871 0.97 -0.16 1.18
N -0.667003 -6.061383 2.739068 0.46 -1.61 -1.61
C -0.518742 -6.935151 1.802231 -0.25 1.19 -0.41
O -0.388157 -7.629702 0.886287 -0.02 0.55 2.01
H 3.555197 -3.213111 4.027028 -1.18 -0.64 -0.03
H 2.486599 -4.682877 3.492051 0.30 1.32 0.58
H 2.546950 -4.145273 5.223713 0.22 0.47 -1.30
H 1.339086 -2.226499 3.003003 -0.12 -0.52 1.17
H 1.342048 -2.089553 4.878346 -0.19 -0.61 -1.48
H 0.342936 -4.702533 4.479666 -0.88 0.85 -0.65
H -2.152947 -0.506598 3.175848 1.30 -0.83 -0.25
H -0.566496 -0.956059 3.916318 -0.71 -0.56 -1.09
H -1.064049 0.860571 1.671762 0.97 -0.68 0.34
H -0.180824 -0.588377 0.985821 -0.15 1.08 1.07
H 1.828559 0.391398 0.293104 0.37 0.35 1.31
H 4.236038 1.241672 0.747496 -1.20 -0.23 1.22
H 4.927247 1.856401 3.180914 -1.55 -0.52 0.18
H 3.171865 1.564948 5.142833 -0.54 -0.44 -1.33
H 0.682670 0.675790 4.675701 1.24 0.34 -0.92
H -2.224985 -0.491426 0.211137 -0.75 -1.40 0.24
H -3.504635 -1.525014 -0.532712 0.80 -0.22 1.14
H -3.652191 0.231774 2.023166 -0.42 -1.14 -0.58
H -4.781375 -0.055529 0.640316 0.99 -0.62 0.98
H -5.593039 -2.197452 1.374678 0.90 0.35 1.20
H -4.470844 -2.277092 2.900207 -0.57 0.61 -0.88
H -6.390361 0.196705 2.298000 0.41 -1.34 0.72
H -5.728048 -0.329451 3.909897 -0.21 -0.47 -1.03
H -8.717983 0.386961 2.751337 1.11 -1.26 0.17
H -10.889914 -1.156778 3.353537 1.50 -0.47 -0.03
H -9.805229 -3.720139 3.998669 1.28 1.09 -0.48
H -6.915323 -3.577920 3.738579 -0.85 1.18 -0.27
C 1.836604 2.710494 -1.140151 -0.18 0.57 -0.35
O 2.480230 1.729619 -1.488819 0.01 0.00 -0.25
N 1.475185 3.735695 -1.941722 0.25 -0.56 0.70
C 0.707729 4.867650 -1.449285 0.16 -0.21 -0.40
C 1.861749 3.708837 -3.338649 0.10 -0.27 0.08
H 1.489786 2.833460 -0.101209 -0.02 0.05 0.00
H -0.225795 4.930860 -2.004112 0.14 0.14 0.11
H 1.285210 5.781578 -1.601404 -0.20 0.07 0.07
H 0.486469 4.757161 -0.387372 0.09 -0.07 -0.07
H 1.442151 2.814178 -3.805954 0.10 0.06 -0.14
H 2.950461 3.662474 -3.409322 -0.08 0.01 -0.20
H 1.498514 4.597628 -3.853490 0.00 -0.05 0.15
C 5.453549 -5.169370 4.077214 0.49 -0.18 0.04
O 5.202963 -4.659439 5.154778 0.24 -0.14 -0.13
N 6.659365 -5.664748 3.705472 -0.65 0.16 -0.06
C 6.879278 -6.258513 2.401695 0.18 0.04 0.23
C 7.765239 -5.598011 4.643870 -0.17 0.13 0.21
H 4.685403 -5.270423 3.292577 0.08 -0.05 -0.11
H 7.201806 -7.294361 2.530766 0.01 0.02 -0.19
H 7.657608 -5.696738 1.879973 -0.04 -0.14 -0.13
H 5.965995 -6.240509 1.806285 0.03 0.04 0.10
H 7.498850 -6.142656 5.552042 0.15 0.08 0.01
H 7.951976 -4.554249 4.905026 0.09 -0.11 0.09
H 8.663311 -6.032606 4.206031 -0.14 0.02 -0.05
C 5.814702 3.787945 -2.208822 0.20 -0.16 -0.16
O 6.332906 4.807284 -1.794938 0.04 -0.18 -0.06
N 6.453395 2.806299 -2.897250 -0.48 0.12 0.29
C 5.765728 1.617688 -3.359291 0.20 0.20 0.03
C 7.871966 2.953511 -3.178883 -0.20 0.37 0.14
H 4.743574 3.577521 -2.048022 -0.02 -0.14 -0.03
H 6.235862 0.738498 -2.910579 -0.14 -0.12 -0.13
H 5.846455 1.560437 -4.448090 -0.07 -0.18 0.02
H 4.711284 1.642153 -3.078869 0.07 0.04 0.06
H 8.415936 3.044903 -2.235745 0.12 0.05 -0.13
H 8.029730 3.860363 -3.761172 0.19 -0.14 0.10
H 8.242708 2.091788 -3.734589 -0.14 0.03 0.03
C -9.618532 -0.402855 -0.065330 -0.18 -0.05 -0.18
O -9.979017 0.586218 0.546636 -0.08 -0.08 -0.27
N -10.294669 -0.981775 -1.089216 0.46 0.09 0.39
C -9.798649 -2.160833 -1.769326 -0.26 0.18 -0.03
C -11.554557 -0.401106 -1.515859 0.04 0.19 0.22
H -8.676292 -0.921761 0.178196 -0.01 -0.10 -0.03
H -9.657691 -1.929885 -2.828216 0.05 -0.19 -0.01
H -10.529075 -2.966806 -1.666155 0.14 -0.10 -0.11
H -8.847838 -2.484260 -1.344594 -0.08 0.08 0.04
H -11.386020 0.630956 -1.830721 -0.17 -0.04 0.00
H -12.252216 -0.400054 -0.675663 -0.06 0.08 -0.13
H -11.976984 -0.972067 -2.342286 0.12 -0.01 0.08
C -2.305644 5.890221 -0.698679 -0.37 0.22 0.13
O -1.548775 6.502054 -1.430676 -0.49 0.30 0.13
N -3.481319 6.363487 -0.216726 0.50 -0.43 -0.09
C -4.330581 5.573617 0.651784 -0.03 0.27 -0.10
C -3.901755 7.703893 -0.582934 0.25 0.03 -0.16
H -2.081343 4.864041 -0.360367 -0.07 -0.05 0.03
H -5.305226 5.442501 0.175600 -0.03 -0.10 0.17
H -4.456685 6.098383 1.601897 -0.11 -0.15 0.03
H -3.890650 4.593865 0.840340 0.03 0.09 -0.08
H -3.990495 7.768130 -1.669453 -0.02 0.15 0.07
H -3.146908 8.420054 -0.251566 -0.12 0.07 -0.09
H -4.860070 7.941932 -0.122265 0.09 -0.12 0.00
C 10.832253 4.037160 -5.269475 0.20 -0.09 0.07
O 9.981640 4.543441 -4.562156 0.34 -0.12 -0.02
N 11.869218 3.279340 -4.827150 -0.34 0.24 -0.39
C 12.846300 2.708104 -5.732239 -0.04 0.00 0.30
C 12.001973 3.034788 -3.403075 -0.24 0.20 0.00
H 10.823996 4.161234 -6.364846 0.07 -0.04 -0.02
H 12.833753 1.620002 -5.631356 0.15 0.02 -0.14
H 13.837923 3.086743 -5.473033 0.05 -0.12 -0.15
H 12.621818 2.973364 -6.765547 -0.04 0.02 0.11
H 11.103178 2.531406 -3.039520 0.10 0.03 0.14
H 12.101715 3.989635 -2.882379 -0.02 -0.13 0.12
H 12.875557 2.414963 -3.202611 -0.06 0.05 -0.12
C -2.639464 2.226561 -3.645698 0.19 -0.13 -0.26
O -2.672443 1.931105 -2.461975 0.12 -0.15 -0.08
N -1.904617 1.588203 -4.591012 -0.43 0.43 0.33
C -1.915155 1.996204 -5.982476 0.13 -0.19 0.11
C -1.082953 0.461679 -4.193208 -0.08 0.09 0.30
H -3.227282 3.066540 -4.049328 0.03 -0.01 -0.05
H -2.265213 1.162966 -6.596311 0.04 0.13 -0.13
H -0.900636 2.268988 -6.282410 -0.10 0.03 -0.16
H -2.573971 2.851618 -6.132579 0.04 -0.07 0.09
H -1.721646 -0.307673 -3.752704 0.16 -0.07 0.00
H -0.364046 0.793823 -3.440105 0.04 -0.19 -0.02
H -0.552277 0.050756 -5.051501 -0.09 0.11 0.02
```
Positions in Å, forces in eV/Å.

Orbital gap (eV): 4.68
Highest occupied orbital energy (Eh): -0.3456
Energy (eV): -166358.3138
Charge: +1